(1)
{"formula": "CH14O5", "method": "ωB97M-V/def2-TZVPD", "orbital_gap_ev": 11.50, "charge": 0, "smiles": "C.O.O.O.O.O", "mol_weight_g_mol": 106.1, "lumo_energy_ev": 0.35, "relative_energy_kcal_mol": 19.40, "total_energy_ev": -11501.5568, "e_homo_ev": -11.15, "symbols": ["C", "H", "H", "H", "H", "O", "H", "H", "O", "H", "H", "O", "H", "H", "O", "H", "H", "O", "H", "H"], "positions_angstrom": [[0.2901, 3.2931, -2.0101], [0.7986, 4.2421, -2.0931], [-0.5677, 3.4310, -2.6589], [-0.0096, 2.9786, -1.0162], [0.9444, 2.6057, -2.5063], [0.7246, 0.2508, 0.5732], [-0.0208, 0.8665, 0.5432], [0.8832, 0.2462, 1.5291], [-1.8778, -1.3478, 2.6310], [-2.1023, -1.1196, 3.5426], [-0.9016, -1.6461, 2.6519], [2.1590, 0.2073, -2.6362], [2.4327, -0.0499, -1.7488], [3.0205, 0.3157, -3.0559], [0.7830, -2.3865, 1.4723], [0.3702, -3.1740, 1.1202], [1.0711, -1.7396, 0.7971], [-2.2398, 0.0604, -0.1061], [-1.8584, -0.5786, 0.5414], [-1.9436, -0.3746, -0.9151]], "forces_ev_per_angstrom": [[-0.2, 0.5, -0.9], [0.2, 0.4, 0.7], [-0.4, -0.3, 0.1], [0.2, 0.2, 0.0], [0.3, -0.8, 0.1], [0.1, 0.4, 0.7], [-0.2, -0.2, -0.6], [0.3, -0.2, -0.2], [2.2, -0.6, 0.1], [0.1, 0.0, -0.2], [-2.1, 0.6, -0.1], [0.6, -0.1, 0.1], [-0.4, 0.0, 0.2], [-0.2, 0.1, -0.3], [0.4, 0.6, 0.7], [0.1, 0.1, -0.6], [-0.7, -0.8, 0.1], [0.9, -1.1, 0.4], [-0.7, 0.8, 0.0], [-0.2, 0.4, -0.3]]}

(2)
{"formula": "C3H4N2O", "method": "ωB97M-V/def2-TZVPD", "orbital_gap_ev": 9.99, "charge": 0, "smiles": "C=N/N=C/C=O", "mol_weight_g_mol": 84.1, "lumo_energy_ev": -0.11, "relative_energy_kcal_mol": 77.97, "total_energy_ev": -8200.5042, "e_homo_ev": -10.10, "symbols": ["C", "N", "N", "C", "C", "O", "H", "H", "H", "H"], "positions_angstrom": [[-1.7915, -0.8416, 0.8578], [-1.4890, 0.2704, 0.3117], [-0.2204, 0.6285, 0.3756], [0.4555, 0.4027, -0.6614], [1.9315, 0.7226, -0.5510], [2.2289, 1.7881, 0.0189], [-2.8214, -1.1506, 0.8852], [-1.0525, -1.6192, 1.2900], [0.0796, -0.2173, -1.4403], [2.6793, 0.0164, -1.0866]], "forces_ev_per_angstrom": [[0.8, -1.0, 0.2], [-1.6, -1.4, 1.2], [0.7, 0.9, -0.1], [2.2, -0.6, 0.7], [0.1, 2.8, 0.3], [0.1, -3.2, -1.5], [-0.3, 0.1, -0.1], [-0.8, 1.6, -0.6], [-0.4, -0.3, -1.0], [-0.8, 1.0, 0.9]]}

(3)
{"formula": "C26H32N3O", "method": "ωB97M-V/def2-TZVPD", "orbital_gap_ev": 7.22, "charge": 1, "mol_weight_g_mol": 402.6, "lumo_energy_ev": -3.02, "relative_energy_kcal_mol": 5.01, "total_energy_ev": -33992.7545, "e_homo_ev": -10.24, "symbols": ["C", "C", "N", "C", "C", "C", "C", "C", "C", "C", "C", "C", "C", "C", "C", "N", "C", "C", "C", "C", "C", "C", "C", "H", "H", "H", "H", "H", "H", "H", "H", "H", "H", "H", "H", "H", "H", "H", "H", "H", "H", "H", "H", "H", "O", "C", "C", "C", "C", "C", "N", "H", "H", "H", "H", "H", "H", "H", "H", "H", "H", "H"], "positions_angstrom": [[-1.2767, 3.4466, -0.4326], [-0.1903, 2.6851, 0.2074], [0.7854, 3.3438, 0.8951], [0.9921, 4.7775, 0.8531], [1.5074, 2.4559, 1.6886], [0.9291, 1.1677, 1.5194], [1.1813, 0.2510, 2.5448], [2.1581, 0.5258, 3.5132], [2.8185, 1.7634, 3.5490], [2.4508, 2.7744, 2.6500], [-0.0555, 1.2904, 0.4255], [-0.7981, 0.2734, -0.2804], [-1.0881, -0.9653, 0.4440], [-2.3096, -1.4432, 0.9969], [-3.6467, -0.8234, 1.0970], [-2.0946, -2.6759, 1.5551], [-3.1111, -3.4848, 2.2161], [-0.7624, -3.0609, 1.3871], [-0.1069, -1.9996, 0.7030], [1.2585, -2.0891, 0.4471], [1.9344, -3.2479, 0.8531], [1.2628, -4.2927, 1.5281], [-0.1143, -4.2109, 1.8077], [-1.9076, 2.7709, -1.0106], [-1.9058, 3.9334, 0.3297], [-0.8876, 4.2258, -1.1021], [1.9522, 4.9669, 1.3318], [1.0078, 5.1302, -0.1832], [0.2072, 5.3083, 1.4017], [0.6061, -0.6738, 2.5867], [2.3923, -0.2454, 4.2501], [3.5649, 1.9701, 4.3151], [2.8751, 3.7692, 2.6610], [-1.6483, 0.6663, -0.8441], [-3.6372, 0.1223, 0.5624], [-4.4285, -1.4501, 0.6567], [-3.9098, -0.6366, 2.1419], [-2.6817, -4.4763, 2.3918], [-3.3850, -3.0628, 3.1939], [-4.0145, -3.5800, 1.5962], [1.7408, -1.2615, -0.0785], [3.0050, -3.3578, 0.6291], [1.8206, -5.1633, 1.8812], [-0.6900, -4.9872, 2.3114], [-0.3707, 2.5128, -3.1919], [0.7147, 1.7853, -3.7577], [0.9249, 0.5015, -2.9351], [1.4398, -0.6399, -3.8080], [0.7417, -1.9163, -3.3052], [-0.5313, -1.4506, -2.5994], [-0.3380, -0.0019, -2.2781], [-0.4614, 3.3391, -3.6947], [0.4417, 1.5992, -4.8228], [1.6515, 2.3868, -3.7223], [1.5922, 0.7302, -2.0993], [1.1585, -0.4581, -4.8638], [2.5395, -0.6882, -3.7578], [0.5199, -2.6206, -4.1190], [1.3893, -2.4709, -2.6116], [-1.4320, -1.5719, -3.2221], [-0.7037, -2.0202, -1.6905], [-1.0770, 0.5536, -2.7114]], "forces_ev_per_angstrom": [[-0.3, 0.2, -0.6], [1.1, -0.5, 0.5], [-0.7, -0.2, -0.7], [0.0, 0.0, 0.2], [-0.7, -0.5, 0.0], [0.1, 0.7, 0.3], [0.4, -0.4, -0.1], [-0.3, 0.1, -0.3], [-0.2, 0.3, -0.3], [0.2, -0.6, 0.2], [0.3, 0.1, -0.3], [-1.8, 1.7, 1.2], [-0.2, -1.4, -0.2], [1.5, -0.1, -0.8], [-0.1, 0.3, -0.2], [0.2, 0.0, -0.2], [0.1, 0.0, 0.2], [-0.2, 1.0, -0.3], [-0.5, -0.3, 0.6], [0.2, -0.7, -0.2], [0.0, 0.2, -0.2], [-0.6, 0.1, 0.2], [0.7, 0.0, -0.2], [0.0, 0.2, 0.0], [0.3, -0.1, -0.1], [-0.2, -0.2, 0.1], [-0.2, 0.3, -0.2], [0.1, 0.0, 0.2], [0.1, -0.1, 0.0], [0.4, 0.2, 0.0], [-0.1, 0.3, -0.2], [-0.2, -0.1, -0.2], [0.1, -0.1, 0.4], [-0.1, 0.1, 1.0], [-0.1, 0.1, 0.1], [0.1, 0.0, 0.1], [0.0, 0.0, -0.1], [-0.3, 0.2, -0.1], [0.1, -0.1, -0.3], [0.4, 0.0, 0.2], [0.2, -0.3, 0.2], [-0.6, 0.1, 0.2], [-0.2, 0.3, -0.3], [0.5, 0.0, 0.0], [0.1, 0.6, 0.1], [-0.1, 0.3, -0.3], [-0.2, -0.1, 0.4], [0.2, -0.2, -0.4], [0.5, -0.4, 0.0], [-0.2, 0.1, -0.5], [0.4, -0.4, -0.7], [-0.1, -0.4, 0.3], [0.5, -0.3, 0.6], [-0.5, -0.4, -0.1], [0.2, 0.0, -0.1], [0.2, 0.0, 0.5], [-0.4, -0.2, -0.1], [0.0, 0.3, 0.2], [-0.2, 0.3, 0.0], [0.4, 0.1, 0.1], [0.0, 0.1, 0.1], [-0.1, -0.2, 0.5]]}

(4)
{"formula": "C4H5O2Rh", "method": "ωB97M-V/def2-TZVPD", "orbital_gap_ev": [6.57, 6.80], "charge": 1, "s2": 8.7777, "mol_weight_g_mol": 188.0, "lumo_energy_ev": [-4.36, -7.59], "relative_energy_kcal_mol": 0.00, "multiplicity": 6, "total_energy_ev": -11316.9796, "e_homo_ev": [-10.93, -14.39], "symbols": ["O", "C", "C", "C", "C", "O", "Rh", "H", "H", "H", "H", "H"], "positions_angstrom": [[-2.8147, 0.6947, -0.2737], [-1.5344, 0.7683, 0.1551], [-0.8788, -0.3711, 0.4981], [0.5861, -0.4923, 0.4518], [1.3339, -0.0603, -0.5914], [2.6440, -0.0815, -0.6862], [4.1100, -0.1955, 0.3044], [-1.0069, 1.6301, -0.2636], [-1.4256, -1.0891, 1.1223], [1.0973, -0.8997, 1.3314], [0.8064, 0.3683, -1.4612], [-2.9174, -0.2720, -0.5870]], "forces_ev_per_angstrom": [[0.9, -1.6, 0.1], [-1.0, -0.3, -3.6], [2.9, -0.6, 1.7], [-2.2, -0.3, 2.2], [1.2, 1.3, -2.1], [-7.2, 0.3, -3.1], [5.8, -0.5, 3.7], [-0.3, 0.3, 0.9], [0.2, 0.0, -0.4], [-0.3, -0.5, -0.5], [0.4, -0.3, 0.2], [-0.5, 2.0, 1.0]]}